No. 1
The following is a DFT calculation (ωB97M-V/def2-TZVPD) of the molecule C4HNO in a non-equilibrium geometry.

Kohn-Sham gap ... 10.0 eV
Max |F| ... 1.815 eV/A
ΔE to the lowest compared entry with this formula, charge and spin ... 20.08 kcal/mol
SMILES ... C#CC(=O)C#N

Each line ends with the natural charge from an NBO analysis.
Atoms and positions in Å:
C: 2.099 0.161 -0.135  -0.0780
C: 0.910 0.094 0.100  -0.1346
C: -0.522 -0.255 0.179  0.4160
O: -0.850 -1.410 0.017  -0.4043
C: -1.814 0.458 0.180  0.1846
N: -2.941 0.676 0.008  -0.2365
H: 3.154 0.258 -0.349  0.2528



No. 2
The following is a DFT calculation (ωB97M-V/def2-TZVPD) of C3H12AlN6O3 as an isolated structure in a non-equilibrium geometry.

Kohn-Sham gap ... 3.0 eV
Max |F| ... 2.672 eV/A
ΔE to the lowest compared entry with this formula, charge and spin ... 147.15 kcal/mol
Total charge ... +3

Each line ends with the natural charge from an NBO analysis.
Atoms and positions in Å:
Al: 1.469 -0.513 1.732  1.3584
C: 3.079 2.396 -0.088  0.7727
O: 2.823 1.175 0.093  -0.6263
N: 2.621 2.989 -1.215  -0.6654
N: 3.573 3.202 0.857  -0.7566
H: 3.128 3.775 -1.612  0.4435
H: 2.079 2.440 -1.868  0.4249
H: 3.550 2.982 1.839  0.4380
H: 3.873 4.132 0.597  0.4383
C: -1.824 -2.855 1.761  0.7626
O: -0.924 -1.981 1.629  -0.5250
N: -2.328 -3.043 2.995  -0.6582
N: -2.532 -3.304 0.707  -0.7338
H: -2.341 -2.366 3.746  0.4552
H: -2.832 -3.906 3.172  0.4393
H: -2.054 -3.203 -0.179  0.4173
H: -3.088 -4.150 0.780  0.4461
C: -0.738 0.245 -1.480  0.7536
O: -0.599 -0.076 -0.261  -0.5092
N: -0.658 -0.646 -2.464  -0.7459
N: -1.400 1.414 -1.753  -0.6794
H: -0.135 -1.503 -2.372  0.4401
H: -0.883 -0.315 -3.395  0.4414
H: -2.221 1.180 -2.310  0.4353
H: -1.635 1.932 -0.909  0.4333



No. 3
The following is a DFT calculation (ωB97M-V/def2-TZVPD) of the molecule C6H8Cl2 in a non-equilibrium geometry.

Kohn-Sham gap ... 11.1 eV
Max |F| ... 4.780 eV/A
ΔE to the lowest compared entry with this formula, charge and spin ... 26.38 kcal/mol
SMILES ... C[C@]1(Cl)C=C[C@]1(C)Cl

Each line ends with the natural charge from an NBO analysis.
Atoms and positions in Å:
C: 1.111 -0.486 1.748  -0.6548
C: 0.337 0.250 0.656  -0.0167
Cl: 1.405 1.678 0.239  -0.0926
C: -1.151 0.665 0.974  -0.1752
C: -1.601 0.247 -0.213  -0.1825
C: -0.261 -0.315 -0.698  0.0319
C: 0.040 0.318 -2.086  -0.6574
Cl: 0.020 -2.176 -0.669  -0.1056
H: 2.258 -0.373 1.509  0.2342
H: 0.827 -1.519 1.944  0.2405
H: 0.937 -0.149 2.743  0.2272
H: -1.408 1.226 1.876  0.2266
H: -2.510 0.278 -0.754  0.2168
H: 1.109 -0.024 -2.345  0.2258
H: 0.221 1.334 -1.856  0.2482
H: -0.700 -0.079 -2.761  0.2333



No. 4
The following is a DFT calculation (ωB97M-V/def2-TZVPD) of C36H52I4NO4OsSSiTe as an isolated structure in a non-equilibrium geometry.

Kohn-Sham gap (alpha / beta) ... 6.6 / 5.2 eV
Max |F| ... 1.154 eV/A
⟨S²⟩ ... 8.785
Spin multiplicity ... 6
ΔE to the lowest compared entry with this formula, charge and spin ... 0.00 kcal/mol
Total charge ... +2

Each line ends with the Mulliken spin population.
Atoms and positions in Å:
Os: -1.952 0.364 1.982  2.7408
I: -2.083 2.001 3.955  0.2712
C: -4.638 3.114 1.432  0.8668
I: -4.079 1.309 0.629  0.0812
H: -5.524 3.540 0.981  0.0178
H: -4.347 3.305 2.455  0.0526
C: -3.705 -5.052 1.748  -0.0040
C: -3.476 -5.116 0.246  0.0091
C: -4.628 -4.490 -0.516  -0.0023
C: -3.225 -6.541 -0.205  0.0005
O: -2.274 -4.352 -0.133  0.0145
Si: -1.171 -3.441 0.560  0.0335
S: -2.419 -1.543 0.959  0.5012
O: -0.012 -2.956 -0.422  0.1290
C: 0.185 -2.676 -1.840  0.0015
C: 1.246 -3.642 -2.333  0.0016
C: 0.677 -1.241 -1.905  -0.0057
C: -1.112 -2.840 -2.619  0.0037
O: -0.667 -3.873 2.005  -0.0909
C: 0.614 -4.267 2.609  0.0016
C: 0.317 -4.467 4.080  0.0004
C: 1.053 -5.561 1.947  0.0016
C: 1.640 -3.167 2.403  0.0021
H: -4.575 -5.658 2.007  0.0002
H: -3.899 -4.026 2.077  0.0060
H: -2.840 -5.436 2.294  -0.0009
H: -5.545 -5.060 -0.346  0.0002
H: -4.414 -4.486 -1.588  0.0008
H: -4.795 -3.461 -0.183  0.0050
H: -4.097 -7.161 0.016  0.0000
H: -2.360 -6.961 0.316  0.0002
H: -3.037 -6.576 -1.281  0.0001
H: 2.168 -3.521 -1.758  -0.0004
H: 1.466 -3.460 -3.388  0.0010
H: 0.899 -4.673 -2.225  -0.0005
H: 1.587 -1.128 -1.308  0.0002
H: -0.092 -0.566 -1.511  0.0048
H: 0.898 -0.966 -2.940  -0.0004
H: -1.484 -3.863 -2.550  -0.0008
H: -0.936 -2.605 -3.671  -0.0007
H: -1.888 -2.166 -2.237  0.0091
H: -0.420 -5.260 4.220  0.0003
H: -0.075 -3.545 4.517  -0.0003
H: 1.230 -4.745 4.610  -0.0004
H: 0.300 -6.340 2.091  0.0001
H: 1.994 -5.908 2.381  -0.0001
H: 1.207 -5.411 0.872  0.0002
H: 1.240 -2.216 2.758  -0.0066
H: 1.905 -3.065 1.346  0.0003
H: 2.545 -3.398 2.970  -0.0007
C: 3.832 5.352 -4.624  0.0001
C: 2.938 4.573 -3.695  0.0001
C: 1.866 3.833 -4.184  -0.0001
C: 1.015 3.121 -3.349  0.0010
C: -0.105 2.318 -3.987  -0.0008
C: 1.272 3.195 -1.967  0.0115
Te: -0.401 2.653 -0.816  0.0410
N: -0.149 1.218 0.487  0.0971
C: 0.631 0.618 1.336  0.0008
O: 0.008 -0.060 2.267  0.1567
C: 2.097 0.569 1.310  0.0186
C: 2.800 0.315 2.488  0.0002
C: 4.183 0.230 2.454  -0.0005
C: 4.857 0.367 1.246  0.0037
C: 4.156 0.617 0.071  -0.0010
C: 2.777 0.727 0.102  0.0256
C: -0.396 4.314 0.475  0.0056
C: 0.049 4.176 1.782  -0.0163
C: 0.084 5.285 2.608  0.0043
C: -0.330 6.517 2.116  0.0044
C: -0.776 6.637 0.810  -0.0064
C: -0.822 5.538 -0.048  0.0058
C: -1.275 5.743 -1.478  -0.0023
C: 2.380 3.880 -1.432  -0.0074
C: 2.754 3.897 0.030  -0.0013
C: 3.189 4.561 -2.326  0.0006
H: 3.444 5.360 -5.640  0.0000
H: 4.834 4.918 -4.646  0.0000
H: 3.935 6.383 -4.283  0.0000
H: 1.692 3.796 -5.256  0.0005
H: 0.207 1.985 -4.976  0.0000
H: -1.010 2.917 -4.124  0.0000
H: -0.365 1.425 -3.423  0.0007
H: 2.261 0.198 3.421  0.0001
H: 4.735 0.053 3.368  -0.0001
H: 5.935 0.266 1.217  0.0002
H: 4.688 0.722 -0.867  -0.0001
H: 2.225 0.907 -0.814  0.0106
H: 0.376 3.217 2.160  -0.0044
H: 0.435 5.187 3.630  0.0015
H: -0.302 7.392 2.756  0.0003
H: -1.093 7.605 0.436  0.0007
H: -2.123 6.431 -1.520  0.0008
H: -1.598 4.825 -1.971  0.0000
H: -0.472 6.173 -2.084  -0.0001
H: 2.124 3.258 0.631  -0.0004
H: 2.703 4.909 0.439  -0.0002
H: 3.780 3.545 0.153  0.0005
H: 4.052 5.101 -1.937  0.0000
I: -6.000 -1.518 2.692  0.0017
I: -8.495 -2.000 3.458  0.0023



No. 5
The following is a DFT calculation (ωB97M-V/def2-TZVPD) of C19H45MgN2O10S4 as an isolated structure in a non-equilibrium geometry.

Kohn-Sham gap ... 1.1 eV
Max |F| ... 2.801 eV/A
Total charge ... +1

Each line ends with the Löwdin charge.
Atoms and positions in Å:
Mg: 45.648 22.874 3.006  1.2749
N: 40.700 22.513 3.509  -0.6331
O: 40.256 21.592 2.887  0.1376
O: 41.934 22.598 3.548  0.0414
O: 40.035 23.447 3.940  0.1255
C: 40.830 27.917 7.004  -0.0760
C: 41.420 29.213 7.175  -0.3082
N: 41.922 30.227 7.332  0.1350
H: 40.174 27.991 6.137  0.0845
H: 40.260 27.524 7.846  0.0871
H: 41.692 27.255 6.925  0.0776
C: 43.802 17.837 5.848  -0.2723
S: 45.597 17.824 5.409  0.8616
O: 45.961 19.254 4.986  -0.6397
C: 46.188 17.635 7.165  -0.2433
H: 43.425 16.969 6.390  0.0527
H: 43.122 17.867 4.997  0.0447
H: 43.455 18.686 6.438  0.0548
H: 47.246 17.375 7.132  0.0429
H: 45.703 16.796 7.664  0.0539
H: 46.126 18.593 7.682  0.0560
C: 45.036 25.648 10.221  -0.2657
S: 43.534 24.986 11.000  0.8266
O: 42.547 26.131 11.284  -0.5631
C: 43.050 23.845 9.639  -0.2721
H: 45.368 26.471 10.854  0.0554
H: 44.621 26.134 9.337  0.0417
H: 45.743 24.847 10.003  0.0562
H: 43.510 24.079 8.678  0.0311
H: 41.983 23.651 9.528  0.0523
H: 43.506 22.874 9.836  0.0395
C: 42.848 28.238 0.686  -0.2345
S: 44.355 27.343 -0.001  0.8622
O: 44.492 25.920 0.578  -0.6406
C: 43.608 26.897 -1.563  -0.2768
H: 42.484 29.054 0.061  0.0561
H: 43.226 28.684 1.606  0.0377
H: 41.965 27.612 0.818  0.0574
H: 44.169 26.046 -1.949  0.0553
H: 43.630 27.768 -2.218  0.0586
H: 42.579 26.582 -1.393  0.0587
C: 35.220 17.227 -0.624  -0.2726
S: 33.812 17.772 -1.662  0.8183
O: 34.264 18.415 -2.974  -0.5733
C: 33.139 16.135 -2.051  -0.2670
H: 34.904 16.553 0.172  0.0453
H: 35.843 18.019 -0.210  0.0489
H: 35.844 16.599 -1.260  0.0480
H: 33.181 15.616 -1.094  0.0415
H: 33.770 15.623 -2.778  0.0578
H: 32.147 16.212 -2.496  0.0532
C: 36.391 24.147 9.753  -0.0385
C: 35.825 25.398 10.384  -0.4564
O: 34.918 26.048 9.847  0.0437
C: 36.369 25.805 11.770  -0.0220
H: 36.251 23.260 10.370  0.0814
H: 37.382 24.268 9.315  0.0797
H: 35.777 23.833 8.908  0.0755
H: 37.207 26.473 11.569  0.0852
H: 36.648 24.947 12.382  0.0712
H: 35.568 26.240 12.367  0.0803
C: 43.130 19.649 -1.955  -0.0335
C: 44.206 19.363 -1.009  -0.4999
O: 44.595 20.179 -0.185  0.0183
C: 44.680 17.906 -1.026  -0.0191
H: 42.493 20.429 -1.539  0.0925
H: 42.419 18.826 -2.017  0.0924
H: 43.553 19.789 -2.950  0.1051
H: 45.679 17.698 -0.643  0.0814
H: 44.461 17.506 -2.016  0.0806
H: 44.134 17.309 -0.296  0.0885
C: 35.612 28.230 2.599  -0.0404
C: 34.592 28.826 3.539  -0.4682
O: 33.387 28.651 3.416  0.0641
C: 35.259 29.759 4.576  -0.0313
H: 35.753 27.169 2.803  0.0836
H: 36.637 28.509 2.846  0.0666
H: 35.307 28.416 1.569  0.0896
H: 35.900 29.234 5.285  0.0761
H: 34.552 30.136 5.314  0.0764
H: 35.781 30.534 4.014  0.0835



No. 6
The following is a DFT calculation (ωB97M-V/def2-TZVPD) of a 6-piece molecular cluster, C44H59Br2Cl12NO5S overall in a non-equilibrium geometry.

Kohn-Sham gap ... 5.9 eV
Max |F| ... 8.982 eV/A

Each line ends with the Löwdin charge.
Atoms and positions in Å:
C: -0.717 4.361 0.692  -0.0417
C: -0.298 3.483 1.822  -0.1487
C: 0.303 1.980 1.564  -0.0677
C: 1.894 1.662 1.944  0.0301
C: 2.553 0.150 1.753  -0.1025
C: 4.127 -0.016 2.223  -0.5917
Br: 4.596 1.155 3.827  0.5468
C: 5.227 0.347 1.062  -0.6167
C: 4.583 1.097 -0.267  -0.1464
Br: 6.538 1.699 1.844  0.4968
C: 1.683 -1.132 1.124  -0.0106
C: 2.289 -2.645 0.915  -0.1235
C: 3.741 -2.712 0.159  -0.2266
O: 4.882 -3.059 1.019  -0.1313
C: 4.738 -4.383 1.642  -0.2441
O: 5.389 -4.560 2.825  -0.0330
C: 3.871 -5.651 1.070  -0.1413
C: 3.958 -6.888 2.191  -0.1297
C: 0.089 -0.802 0.742  0.0292
C: -0.568 0.718 0.982  0.0225
C: -2.175 0.953 0.584  -0.1930
O: -2.995 1.681 1.349  -0.0384
C: -2.653 0.159 -0.808  -0.0116
C: -3.722 0.802 -1.897  0.0136
C: -4.062 -0.122 -3.220  -0.0039
C: -3.373 -1.605 -3.506  -0.0803
C: -3.711 -2.541 -4.837  -0.1605
C: -5.177 -3.271 -4.552  -0.2025
C: -5.069 -4.886 -4.292  -0.2097
C: -4.756 -5.323 -2.743  -0.1824
C: -5.560 -4.462 -1.602  -0.2287
O: -5.746 -5.291 -0.400  -0.2194
C: -6.169 -4.452 0.738  -0.2452
C: -4.988 -4.498 1.914  -0.1048
C: -2.324 -2.234 -2.413  -0.1256
N: -1.618 -3.596 -2.562  0.0426
C: -0.503 -3.311 -3.336  -0.5692
S: 0.946 -3.061 -4.210  0.6207
C: -1.986 -1.354 -1.062  0.0376
C: -0.958 -1.924 0.128  -0.2013
O: -1.068 -3.193 0.528  -0.0341
H: -1.843 4.717 0.632  0.0604
H: 0.022 4.709 -0.179  0.0793
H: -0.426 3.891 2.930  0.0072
H: 2.501 2.599 2.356  0.0972
H: 4.217 -1.128 2.644  0.1122
H: 5.885 -0.587 0.746  0.0451
H: 5.455 1.259 -1.064  0.0555
H: 4.108 2.156 -0.019  0.1015
H: 3.754 0.476 -0.812  0.0776
H: 1.521 -3.225 0.208  0.1218
H: 2.237 -3.186 1.951  0.1388
H: 3.675 -3.519 -0.719  0.1129
H: 3.994 -1.692 -0.386  0.0759
H: 4.200 -6.024 0.010  0.1234
H: 2.707 -5.404 0.990  0.1238
H: 3.323 -6.657 3.158  0.0923
H: 5.056 -7.136 2.513  0.0846
H: 3.449 -7.847 1.700  0.0874
H: -4.189 1.854 -1.662  0.1045
H: -4.848 0.300 -4.008  0.1023
H: -2.849 -3.318 -5.044  0.1054
H: -3.775 -1.826 -5.775  0.1153
H: -5.799 -3.136 -5.561  0.1148
H: -5.755 -2.670 -3.731  0.1020
H: -6.036 -5.481 -4.639  0.1172
H: -4.182 -5.333 -4.949  0.1161
H: -5.119 -6.455 -2.638  0.1235
H: -3.609 -5.339 -2.469  0.1004
H: -6.574 -4.062 -2.073  0.1322
H: -4.908 -3.481 -1.409  0.1288
H: -7.121 -4.969 1.206  0.1251
H: -6.467 -3.354 0.440  0.0718
H: -4.302 -5.451 1.830  0.0866
H: -5.538 -4.557 2.953  0.0252
H: -4.335 -3.516 1.940  0.0679
Cl: -0.457 5.452 4.581  0.6051
C: -1.216 4.838 6.072  -0.6297
C: -0.188 4.398 7.102  -0.6643
Cl: 0.690 2.934 6.593  0.5423
H: -1.889 4.019 5.799  0.0766
H: -1.822 5.654 6.477  0.0749
H: -0.686 4.156 8.045  0.0725
H: 0.548 5.185 7.298  0.0699
Cl: -2.045 9.580 2.500  0.5327
C: -0.691 8.520 2.031  -0.6668
C: -0.547 8.407 0.522  -0.6456
Cl: -1.896 7.509 -0.217  0.5439
H: -0.849 7.542 2.495  0.0291
H: 0.216 8.958 2.459  0.0751
H: 0.369 7.862 0.275  0.0739
H: -0.495 9.392 0.047  0.0703
Cl: -6.577 -1.075 1.894  0.5691
C: -6.963 -0.564 3.558  -0.6501
C: -6.397 -1.518 4.597  -0.6503
Cl: -7.216 -3.100 4.575  0.5536
H: -8.050 -0.475 3.641  0.0692
H: -6.529 0.431 3.691  0.0732
H: -6.538 -1.103 5.599  0.0709
H: -5.326 -1.688 4.447  0.0727
Cl: 6.803 5.161 -2.084  0.5334
C: 8.002 3.906 -2.490  -0.6628
C: 7.694 2.578 -1.817  -0.6387
Cl: 7.926 2.649 -0.052  0.4335
H: 8.992 4.279 -2.211  0.0688
H: 7.977 3.786 -3.577  0.0694
H: 8.369 1.804 -2.194  0.0713
H: 6.666 2.256 -2.012  0.0397
Cl: 5.379 -2.259 -2.507  0.6038
C: 7.014 -2.968 -2.494  -0.6259
C: 7.630 -2.965 -1.104  -0.6311
Cl: 8.017 -1.320 -0.543  0.6014
H: 7.630 -2.413 -3.209  0.0702
H: 6.916 -3.996 -2.855  0.0751
H: 8.570 -3.526 -1.113  0.0771
H: 6.965 -3.428 -0.368  0.0549
Cl: -0.197 8.073 -4.755  0.5311
C: -1.641 7.196 -5.323  -0.6665
C: -2.476 6.658 -4.172  -0.6679
Cl: -1.652 5.339 -3.303  0.5170
H: -1.311 6.395 -5.991  0.0685
H: -2.231 7.906 -5.910  0.0715
H: -3.415 6.247 -4.554  0.0717
H: -2.717 7.443 -3.448  0.0568